{"formula": "C3H22Fe2O12", "method": "ωB97M-V with the def2-TZVPD basis set", "energy_ha": -3557.325463, "multiplicity": 9, "gap_ev": [9.16, 8.72], "s_squared": 20.012, "total_charge": 2, "species": ["Fe", "O", "H", "H", "H", "H", "C", "O", "O", "H", "H", "H", "H", "O", "O", "O", "H", "C", "O", "H", "H", "H", "H", "H", "Fe", "H", "O", "H", "H", "O", "H", "O", "C", "O", "H", "H", "H", "H", "O"], "coordinates": [[-1.3376, 2.7490, 51.0156], [-4.1827, 1.9143, 45.8063], [-0.1755, 5.3974, 47.6222], [-2.2939, -2.4529, 49.9662], [-4.5513, -1.3637, 46.6926], [-3.3284, 4.6347, 50.4541], [-0.4642, 5.2875, 46.5731], [1.3343, 1.7249, 47.5377], [-2.7009, 1.6637, 49.8025], [-0.1816, 7.2940, 46.2268], [-3.3356, 2.5279, 52.9902], [-1.4749, 2.7833, 45.3184], [-5.0094, 2.0745, 45.3271], [-4.8610, 0.3286, 51.1723], [-2.4007, 4.5183, 50.7040], [-1.4330, 1.9371, 44.8115], [1.9984, 2.3316, 47.8816], [-1.0211, 6.6081, 46.1109], [-0.9347, 2.5928, 49.0027], [-1.8785, 6.9639, 46.6830], [-5.0243, 1.0954, 51.7264], [-1.3637, 6.4912, 45.0822], [-3.3368, -1.4021, 47.6598], [-4.3387, 0.6614, 50.4225], [-2.6537, 0.5316, 45.8190], [0.4064, 5.0889, 45.9441], [-2.5520, -1.9267, 49.2020], [-0.5275, 1.9033, 44.4687], [-1.3271, 3.6361, 47.1622], [-2.4476, 2.3118, 52.6704], [0.4956, 2.0020, 47.9447], [-1.3994, 4.2096, 46.3873], [-1.9681, 1.8541, 48.7624], [-2.1512, 1.3311, 47.6314], [-1.8809, 2.3903, 53.4594], [-4.2962, 2.3430, 46.6668], [-1.9111, 5.1368, 50.1390], [-2.5111, -1.0043, 49.4901], [-3.7301, -0.8996, 46.9121]], "forces_ev_per_a": [[-1.15, -0.46, -1.72], [-0.59, 0.24, 0.06], [0.10, -0.47, -0.02], [-0.12, -0.16, -0.10], [0.12, 0.10, -0.13], [0.03, -0.24, 0.12], [0.08, 0.41, -0.40], [-0.35, 0.07, -0.06], [-0.24, -0.38, -0.32], [-0.28, 0.37, -0.40], [-0.02, 0.00, -0.32], [0.07, 0.40, 0.02], [0.22, -0.13, -0.19], [0.26, -0.01, -0.32], [0.28, 0.72, -0.25], [-0.28, -0.56, 0.19], [0.03, -0.07, -0.07], [-0.26, -0.38, -0.05], [1.00, 0.95, 0.42], [0.11, -0.06, 0.20], [-0.21, -0.04, -0.05], [0.29, 0.39, -0.10], [0.21, -0.13, 0.16], [-0.13, 0.02, 0.38], [0.32, 0.62, 0.84], [0.18, -0.18, 0.37], [-0.04, 0.69, -0.34], [-0.10, -0.30, 0.02], [0.14, 0.04, 0.03], [0.93, 0.17, 0.93], [0.45, -0.01, -0.03], [-0.32, -0.46, 0.42], [-0.24, -0.94, 0.66], [-0.22, 0.30, -0.03], [-0.37, -0.24, 0.11], [0.15, -0.09, -0.03], [-0.13, 0.08, 0.18], [0.04, -0.16, 0.30], [0.05, -0.10, -0.49]], "lowdin_charge": [1.08, -0.03, 0.11, 0.08, 0.12, 0.11, -0.28, -0.06, -0.09, 0.09, 0.12, 0.05, 0.12, -0.05, -0.03, -0.05, 0.04, -0.08, -0.12, 0.08, 0.02, 0.09, 0.05, -0.01, 1.08, 0.12, -0.03, 0.11, 0.04, -0.02, -0.02, -0.10, -0.81, -0.06, 0.12, 0.10, 0.10, 0.04, -0.04]}